# 1
Below is one molecule with the formula C5H10N2, with properties calculated with ωB97M-V/def2-TZVPD.

CARTESIAN COORDINATES (ANGSTROEM)
H: -1.07626 2.72628 0.42351
N: -0.71286 1.87686 -0.01050
C: 0.55970 1.57488 0.31439
C: 0.76348 0.22095 0.29709
C: 1.98627 -0.56412 -0.07103
C: -0.61739 -0.29274 0.14406
C: -1.09588 -0.84022 -1.16462
N: -1.29530 -0.66230 1.24112
H: 1.33136 2.32255 0.52155
H: 2.08901 -1.48700 0.50916
H: 2.01579 -0.84545 -1.13358
H: 2.87618 0.04026 0.11873
H: -2.15321 -1.11065 -1.15267
H: -0.92001 -0.09700 -1.93996
H: -0.51237 -1.73599 -1.39968
H: -0.94653 -0.30705 2.12074
H: -2.29197 -0.81926 1.18166

Forces on atoms 1 to 2 (eV/Å):
H 0.12 -0.05 -0.08
N 0.02 -0.24 0.16

Values from the calculation:
**HOMO level**: -6.71 eV
**SMILES**: [H]/N=C/C(C)=C(\C)N
**E_LUMO**: 0.97 eV
**Charge**: 0

Löwdin population analysis, charges in e, atoms 1 to 5: 0.03, 0.00, -0.26, -0.31, -0.09



# 2
Below is one molecule with the formula C5H10N2, with properties calculated with ωB97M-V/def2-TZVPD.

CARTESIAN COORDINATES (ANGSTROEM)
C: 1.08718 1.71547 0.22689
C: 1.46411 0.37243 -0.37084
N: 1.30640 -0.86796 0.39908
C: 0.44906 -0.64060 -0.75842
C: -1.02755 -0.39361 -0.62583
C: -1.85704 -1.32423 0.17534
N: -1.65746 0.05634 0.61052
H: 1.40798 1.77317 1.27350
H: 0.01114 1.91271 0.18691
H: 1.59797 2.52601 -0.30230
H: 2.39294 0.37905 -0.93838
H: 0.81065 -0.67980 1.27043
H: 0.68319 -1.29819 -1.59663
H: -1.47046 0.05271 -1.51627
H: -2.87176 -1.57078 -0.12616
H: -1.33232 -2.11441 0.71180
H: -0.99403 0.10170 1.38035

Forces on atoms 1 to 2 (eV/Å):
C -0.02 0.03 0.05
C 0.11 0.17 -0.10

Values from the calculation:
**HOMO level**: -9.25 eV
**SMILES**: C[C@H]1N[C@H]1[C@H]1CN1
**E_LUMO**: 1.19 eV
**Charge**: 0

Löwdin population analysis, charges in e, atoms 1 to 5: -0.05, -0.31, 0.06, -0.26, -0.29



# 3
Below is one molecule with the formula C5H10N2 in a non-equilibrium geometry, with properties calculated with ωB97M-V/def2-TZVPD.

CARTESIAN COORDINATES (ANGSTROEM)
H: 1.01275 -2.06124 -0.09154
N: 0.42272 -2.27769 0.71618
C: -0.71781 -1.58261 0.66954
C: -0.69878 -0.24011 0.23423
C: -1.92020 0.46748 -0.27059
C: 0.63560 0.22137 0.08899
C: 1.05625 1.00560 -1.12828
N: 1.49879 0.29548 1.14923
H: -1.61803 -1.99926 1.14039
H: -2.07605 0.29185 -1.34110
H: -1.85936 1.55123 -0.12564
H: -2.80888 0.10687 0.25495
H: 0.57654 0.62615 -2.03246
H: 2.14016 0.97733 -1.27188
H: 0.76494 2.05449 -1.00591
H: 1.18503 -0.16127 2.00052
H: 2.40634 0.72434 1.01338

Forces on atoms 1 to 2 (eV/Å):
H 0.03 0.55 0.62
N -2.37 -1.05 -0.64

Values from the calculation:
**HOMO level (alpha / beta)**: -7.02 / -7.02 eV
**SMILES**: [H]/N=C\C(C)=C(\C)N
**E_LUMO (alpha / beta)**: 0.56 / 0.56 eV
**Charge**: 0

Löwdin population analysis, charges in e, atoms 1 to 5: 0.02, 0.01, -0.24, -0.30, -0.08



Relative energy (zero: lowest compared OMol25 entry of this formula, charge and spin) (kcal per mole)
54.5 49.1 54.1